Formula: C8H6N2O
Source: the Open Molecules 2025 dataset
Level of theory: ωB97M-V/def2-TZVPD

Each atom is followed by the atoms it is bonded to, with distances in Å.
Geometry (Å):
1 O 0.4256 -0.2878 2.7326  C2 1.354, H12 0.963
2 C 0.0870 0.4084 1.6215  O1 1.354, C3 1.379, C11 1.499
3 C -0.3970 1.6918 1.4761  C2 1.379, C4 1.416, H13 1.144
4 C -0.7361 2.2354 0.2131  C3 1.416, C5 1.360, H14 1.172
5 C -0.6060 1.4978 -0.9218  C4 1.360, C6 1.414, H15 1.085
6 C -0.2651 0.1282 -0.8327  C5 1.414, N7 1.331, C11 1.403
7 N -0.1962 -0.5595 -1.9704  C6 1.331, C8 1.342
8 C 0.3202 -1.7979 -1.9818  N7 1.342, C9 1.424, H16 1.054
9 C 0.6776 -2.2339 -0.6739  C8 1.424, N10 1.286, H17 1.079
10 N 0.6250 -1.6501 0.4707  C9 1.286, C11 1.308
11 C 0.1406 -0.4377 0.3859  C2 1.499, C6 1.403, N10 1.308
12 H 0.9378 -1.0690 2.4970  O1 0.963
13 H -0.6185 2.4021 2.3445  C3 1.144
14 H -0.7588 3.3962 0.0503  C4 1.172
15 H -0.9932 1.8846 -1.8585  C5 1.085
16 H 0.3387 -2.3512 -2.8784  C8 1.054
17 H 1.0183 -3.2575 -0.6743  C9 1.079

Values from the calculation:
ΔE to the lowest compared entry with this formula, charge and spin (kcal per mole): 33.22
Frontier orbital gap (eV): 8.325
E (eV): -13419.8656
E_HOMO (Eh): -0.314
Lowest unoccupied orbital energy (eV): -0.220